# 1
# CH6N6O2

A cluster of 2 separate species, CH6N6O2 in total at a distorted geometry (ωB97M-V/def2-TZVPD, the Open Molecules 2025 dataset).

Geometry (Å):
C  0.4565  -0.9384  0.1983
N  -0.0575  -0.5484  -1.7685
N  -0.4917  -0.4580  1.0525
N  1.2866  1.0039  -2.6350
N  0.4021  0.1883  -2.8220
N  -1.1563  -1.1876  -1.9619
N  -0.5376  0.8111  1.6403
O  -1.7036  -1.6694  -0.9921
O  -1.6345  -1.1468  -3.0370
H  1.3923  -0.3010  0.0808
H  0.3068  -1.9467  0.0082
H  -1.3708  -0.9952  1.0564
H  1.3779  1.4396  -3.5446
H  -1.2272  1.3793  1.3227
H  0.3109  1.2801  2.0531

Computed properties:
total charge	0
2S+1	3
Kohn-Sham gap (spin up / spin down)	6.44 / 7.68	eV
expectation value of S²	2.0152

Atomic partial charges in e from the natural (NBO) method, atoms 1 to 4: 0.056, -0.259, -0.363, -0.450



# 2
# CH6NO

A cluster of 2 separate species, CH6NO in total at a distorted geometry (ωB97M-V/def2-TZVPD, the Open Molecules 2025 dataset).

Geometry (Å):
O  0.6928  2.4045  0.2225
H  0.1235  3.0532  -0.2171
C  -0.5581  -1.1258  0.0680
N  0.7054  -0.5408  -0.2491
H  -0.6979  -2.0920  -0.4224
H  -1.4316  -0.4656  0.0188
H  -0.5370  -1.4258  1.1104
H  0.6924  0.1113  -1.0215
H  1.0104  0.0812  0.4903

Computed properties:
total charge	-1
2S+1	1
Kohn-Sham gap	6.80	eV

Atomic partial charges in e from the natural (NBO) method, atoms 1 to 4: -1.381, 0.390, -0.404, -0.872



# 3
# CH6NO

A cluster of 2 separate species, CH6NO in total at a distorted geometry (ωB97M-V/def2-TZVPD, the Open Molecules 2025 dataset).

Geometry (Å):
N  0.0403  1.8550  -0.5221
H  -0.4278  2.4810  0.1132
H  0.0971  2.1499  -1.4722
H  1.0151  1.8271  -0.1099
H  -0.4501  0.9214  -0.5238
O  -0.2121  -1.2236  0.2728
C  -0.1611  -2.3421  0.7204
H  -0.5930  -3.1852  0.1688
H  0.6916  -2.4836  1.3529

Computed properties:
total charge	+1
2S+1	1
Kohn-Sham gap	9.96	eV

Atomic partial charges in e from the natural (NBO) method, atoms 1 to 4: -0.871, 0.455, 0.453, 0.466



The records above give, respectively, DFT total energy values of -14158.91089; -4671.07677; -4664.02525 eV.
The records above give, respectively, energy relative to the best compared isomer or geometry (same formula, charge and spin) values of 145.8; 28.0; 71.5 kJ/mol.